Record 1
Formula: CH2FPS
Source: the OMol25 dataset
Level of theory: wB97M-V/def2-TZVPD

CARTESIAN COORDINATES (ANGSTROEM)
1 S 0.643038 1.406408 0.773274
2 P -1.192814 -1.031985 -0.265653
3 F -0.768214 -1.909659 -1.574995
4 C 0.183944 -0.040483 -0.107162
5 H 0.817810 0.138655 -0.872031
6 H 0.316237 1.437065 2.046568

Cartesian forces, eV/Å:
0.6399 0.7152 -0.5292
1.7005 0.3546 0.1244
-0.2223 0.4771 0.4558
-3.3926 -0.1088 2.2630
2.0575 -0.6540 -2.9606
-0.7830 -0.7842 0.6466

Properties
Energy above the lowest of the compared OMol25 structures with the same formula, charge and spin, kcal per mole: 21.8
HOMO, eV: -8.6
HOMO-LUMO gap, eV: 8.4
SMILES: F/P=C/S

Record 2
Formula: C14H11Cl2KN4S2
Source: the OMol25 dataset
Level of theory: wB97M-V/def2-TZVPD

CARTESIAN COORDINATES (ANGSTROEM)
1 K 0.819941 -1.265928 -0.379584
2 Cl -2.255338 -1.348608 1.414328
3 Cl -2.601690 -1.340756 -4.055136
4 S 5.866131 -1.543772 2.148484
5 S 4.179150 -2.383480 -0.178519
6 N 0.331376 1.210504 -0.471211
7 N 3.687333 -0.285122 1.531407
8 N 2.601743 0.082486 0.796264
9 N -1.211104 -1.883443 -1.372208
10 C -0.128750 2.391118 1.552748
11 C -3.338988 -1.285710 -2.463915
12 C -2.430637 -1.528428 -1.313240
13 C -1.297902 2.888168 1.020452
14 C 7.072707 -1.032862 0.890198
15 C 4.380862 -1.298810 1.096366
16 C -3.196749 -1.287706 -0.068978
17 C -1.658364 2.528937 -0.272355
18 C 0.673028 1.525671 0.792473
19 C -0.797347 1.691460 -0.966005
20 C -4.685077 -1.048355 -2.384592
21 C -5.331678 -0.947158 -1.139961
22 C 1.864242 0.955864 1.380827
23 C -4.543181 -1.051504 0.016245
24 H 6.924060 0.022684 0.666225
25 H -6.400029 -0.774857 -1.075814
26 H -2.578059 2.872614 -0.722997
27 H -1.939590 3.538412 1.603026
28 H 0.175499 2.641328 2.562254
29 H 2.131179 1.287022 2.387575
30 H 8.072517 -1.199546 1.289454
31 H -5.253753 -0.931736 -3.303386
32 H -4.999930 -0.939098 0.996296
33 H 6.906412 -1.638208 0.000867
34 H -1.038006 1.378814 -1.977572

Cartesian forces, eV/Å:
0.4790 -1.4008 -0.2263
0.1036 0.0318 0.2806
0.0511 -0.0231 -0.2191
0.0295 0.2151 -0.1040
-0.2317 0.1252 -0.1411
0.2534 0.5996 0.4092
0.3992 0.2593 0.6186
0.0129 0.6327 0.1165
-1.1783 0.0498 -0.3546
0.4673 -0.2887 0.1543
-0.5180 0.2250 0.1674
1.1242 -0.4606 -0.2598
-0.2947 0.0384 -0.3225
-0.2675 -0.1566 0.1884
0.1253 -0.1891 0.0062
-0.5921 0.2153 -0.1312
0.1586 0.0709 0.3571
-1.1067 0.6637 -0.5902
-0.1988 -0.0940 -0.3779
0.1877 -0.0151 -0.0056
-0.3006 0.0443 -0.0034
0.9331 -0.3927 0.3538
0.1635 -0.0228 0.0930
0.0999 0.0019 -0.0612
0.0257 0.0088 0.0011
-0.0160 -0.0559 -0.0267
0.0315 -0.0095 0.0444
-0.0234 -0.0198 0.0103
-0.0016 0.0015 0.0051
0.0136 0.0128 -0.0035
-0.0025 -0.0009 0.0025
0.0073 0.0051 -0.0005
0.0862 0.0251 -0.0419
-0.0204 -0.0965 0.0613

Properties
Net charge: -2
HOMO, eV: 0.9
HOMO-LUMO gap, eV: 3.4

Record 3
Formula: C2H9N3O2
Source: the OMol25 dataset
Level of theory: wB97M-V/def2-TZVPD

CARTESIAN COORDINATES (ANGSTROEM)
1 O -1.329820 1.299318 -0.743350
2 O -2.260405 0.177244 -0.877479
3 N 1.571735 0.767900 1.282973
4 N 0.097706 -1.163020 1.037799
5 N 0.301266 -0.696855 -1.671624
6 C 0.423649 0.192927 0.625332
7 C 0.437633 0.381617 -0.860545
8 H -3.088047 0.674456 -0.944020
9 H 2.406224 0.215951 1.098555
10 H -0.222870 -1.449207 -1.230388
11 H -0.010016 -0.497039 -2.612461
12 H -0.872331 -1.215246 1.332234
13 H -0.537770 0.860712 0.723340
14 H 0.659668 -1.517347 1.804895
15 H 1.409218 0.754401 2.283217
16 H 1.014161 1.214189 -1.248477

Cartesian forces, eV/Å:
0.7081 -0.6055 -1.1153
0.3431 0.4479 0.0670
0.1452 -0.0819 -0.1951
-0.4591 -0.5943 -0.0350
-0.3856 0.5860 0.5906
-1.6191 1.0143 0.8772
-1.2167 -0.3004 -0.6657
0.1869 -0.1522 -0.0683
-0.0416 0.0500 0.0529
0.2282 0.0580 -0.0276
0.2148 -0.0031 0.0230
0.1412 -0.0484 -0.1210
1.9346 -0.9193 0.9348
0.1175 0.2724 -0.2803
0.0898 0.1427 -0.0471
-0.3875 0.1337 0.0099

Properties
Energy above the lowest of the compared OMol25 structures with the same formula, charge and spin, kcal per mole: 119.8
HOMO, eV: -8.2
HOMO-LUMO gap, eV: 9.0

Record 4
Formula: C31H28F11N7O9RuS3
Source: the OMol25 dataset
Level of theory: wB97M-V/def2-TZVPD

CARTESIAN COORDINATES (ANGSTROEM)
1 Ru -1.609098 0.160774 1.046679
2 S -4.052943 -0.559324 -1.427028
3 S -4.512760 -0.782436 3.335427
4 S -2.221036 -1.861608 4.142296
5 F -3.959076 1.153754 5.061930
6 F -2.763532 2.510956 2.031633
7 F -2.259232 -4.479119 3.990642
8 F -2.466313 2.763046 -0.150606
9 F -1.895937 4.791264 1.789713
10 F -0.496269 4.369880 0.203240
11 F -5.108147 -0.489369 5.893461
12 F -0.529011 -3.616937 4.984066
13 F -2.440232 -3.687241 6.008206
14 F -0.078648 3.704851 2.224708
15 F -6.053954 0.937646 4.562600
16 O -0.725013 -1.902687 0.290421
17 O -1.877462 -0.923960 5.174272
18 O -5.039113 -1.566117 -1.714728
19 O -5.781875 -1.115217 2.781165
20 O 3.340799 -2.558518 -4.686232
21 O -1.452186 -1.822585 2.916675
22 O -3.601377 0.051003 2.579985
23 O -1.388041 -3.798859 -0.781400
24 O -4.453413 0.797575 -1.213396
25 N 0.119846 0.554672 -0.836027
26 N 1.482889 -1.083006 1.842730
27 N 4.287357 -0.850281 -3.545803
28 N 2.059420 -1.519140 -3.131317
29 N 0.050564 0.495417 2.796924
30 N -3.166010 -1.010419 -0.108896
31 N -3.784155 -2.059942 3.924336
32 C 5.322673 1.080305 -2.536575
33 C -1.523404 -2.763548 -0.153252
34 C 4.126809 -0.436233 -1.123790
35 C 0.400204 1.775555 -1.294320
36 C -0.465481 -0.689726 -6.290226
37 C -1.060289 3.852697 1.319119
38 C -0.200287 1.376001 3.770945
39 C -3.100061 -2.369081 0.198311
40 C 5.079807 1.585195 -0.181370
41 C -1.772799 2.515044 1.039784
42 C -2.913999 -0.594146 -2.780988
43 C 5.579044 1.894275 -1.441766
44 C 1.809588 0.930300 -3.027928
45 C -1.850007 -3.523679 4.825901
46 C 2.321257 0.409999 3.539388
47 C 2.051370 1.361131 4.497147
48 C 1.526809 -0.342649 -2.559592
49 C -4.923790 0.272975 4.816130
50 C 0.678833 -0.478879 -1.468624
51 C 4.571693 -0.079942 -2.392284
52 C -1.312100 -0.650044 -5.045399
53 C 1.240956 2.002344 -2.370580
54 C -2.491040 -1.818216 -3.288089
55 C 3.231306 -1.693279 -3.832458
56 C 4.364290 0.399533 -0.045034
57 C -1.741179 0.561120 -4.509566
58 C 1.278323 -0.047905 2.718808
59 C -2.539701 0.598994 -3.376121
60 C 5.276820 2.509839 0.993642
61 C -1.692750 -1.836077 -4.417058
62 C 0.756453 1.837251 4.647029
63 H -1.442398 1.489940 -4.984196
64 H 5.695673 1.355149 -3.518088
65 H -1.357227 -2.785399 -4.824121
66 H -1.087228 -0.904528 -7.164311
67 H 3.967759 0.127001 0.927641
68 H 5.010713 -0.903428 -4.241067
69 H -2.879979 1.532396 -2.942523
70 H -3.107477 -2.546782 1.276631
71 H -1.225044 1.722460 3.831294
72 H 2.280619 -1.664547 2.023338
73 H 0.657809 -1.582125 1.533839
74 H 6.152665 3.145704 0.855115
75 H -0.059274 2.600952 -0.786748
76 H 4.406338 3.159806 1.121099
77 H 0.465251 -1.466726 -1.079559
78 H 0.027010 0.268842 -6.462840
79 H 3.311236 -0.019337 3.436828
80 H 0.499938 2.558137 5.410409
81 H -3.790183 -3.013521 -0.332446
82 H 1.440143 3.018296 -2.688122
83 H 1.434586 -2.307066 -3.192883
84 H 3.577284 -1.358115 -0.980889
85 H 5.400293 1.947692 1.921526
86 H -2.792139 -2.744897 -2.809935
87 H 6.159942 2.800529 -1.579811
88 H 2.844683 1.718283 5.143281
89 H 2.458670 1.079061 -3.882661
90 H 0.294947 -1.471000 -6.227663

Cartesian forces, eV/Å:
0.2606 0.3296 -0.1979
-0.4125 0.0399 -0.1760
0.1398 0.0621 0.0062
-0.0094 -0.0943 0.1753
-0.0854 -0.0279 0.0981
0.0943 0.0527 -0.0680
0.1292 -0.0204 0.1784
0.0362 0.1038 0.1041
0.1105 0.0762 -0.0470
0.0365 -0.0074 0.1491
-0.0470 0.0936 0.0687
0.0399 -0.1345 0.0548
0.0662 -0.1403 -0.0400
0.0159 0.1106 -0.0345
0.0706 0.0501 0.1285
-0.1320 -0.5259 0.2781
0.0731 -0.0594 -0.0337
0.0442 -0.0506 0.0900
-0.0100 -0.1996 0.0144
0.0145 0.0871 0.1330
-0.1807 -0.2055 0.0750
-0.1813 0.0108 0.0790
0.3845 0.4500 0.2681
0.0983 -0.0264 -0.0017
-0.0668 -0.1425 -0.3207
-0.0502 0.4039 0.0406
-0.0462 0.0994 0.0943
0.0019 0.0721 0.0847
0.2162 -0.2583 -0.2798
0.1379 0.4551 0.2483
0.1698 0.3488 -0.1737
0.0074 0.0585 -0.0129
-1.0269 -0.4773 -0.0279
-0.0138 -0.0750 0.0310
0.0602 -0.0755 0.0516
-0.0482 0.0022 -0.0052
0.1327 -0.0823 -0.0705
-0.0718 0.0054 -0.1121
0.7432 -0.1209 -0.1965
0.0354 0.0453 0.0317
-0.7924 -0.2809 -0.1210
0.0336 -0.0153 0.1120
0.0061 0.0047 -0.0258
0.0140 -0.0342 -0.1878
-0.2395 0.1389 -0.1264
0.0499 -0.0028 0.0054
0.0919 -0.0348 -0.0109
0.0530 0.0898 -0.0016
-0.0016 -0.0560 -0.2372
0.2279 0.0214 -0.1245
-0.0504 -0.0407 -0.0077
0.0690 0.0449 0.0154
0.0062 0.1075 0.0028
-0.0827 -0.0567 0.0501
-0.0282 -0.0016 -0.0571
-0.0390 -0.0219 0.0355
0.0879 0.0171 -0.0234
-0.0888 -0.1606 0.3007
0.0561 0.0143 0.1140
-0.0448 -0.0445 -0.0509
0.1099 -0.0313 -0.0047
-0.0391 0.0584 0.0809
-0.0034 -0.0315 0.0200
-0.0397 0.0140 0.0306
-0.0262 0.0460 0.0423
0.0404 0.0058 0.0220
-0.0005 0.0016 -0.0566
0.0730 -0.0931 -0.0598
0.0237 -0.0359 -0.0492
-0.0692 0.0294 0.0364
0.0200 0.0166 -0.0341
0.0673 -0.0154 0.0780
-0.0377 -0.0284 -0.1444
-0.0272 -0.0252 0.0087
-0.0524 0.0449 0.0348
0.0428 -0.0333 0.0009
0.0573 0.1902 -0.0877
0.0034 -0.0555 0.0189
-0.0212 0.0135 -0.0052
-0.0250 -0.0324 -0.0305
-0.0584 -0.0289 -0.0700
-0.0302 -0.0411 0.0050
-0.0400 -0.0468 -0.1080
-0.0208 0.0523 -0.0114
0.0004 0.0302 -0.0469
0.0324 0.0987 -0.0550
-0.0195 -0.0396 0.0007
-0.0012 -0.0251 -0.0049
-0.0164 -0.0199 0.0354
-0.0076 0.0601 0.0074

Properties
Multiplicity: 6
Energy above the lowest of the compared OMol25 structures with the same formula, charge and spin, kcal per mole: 12.5
Net charge: -1
HOMO (spin up / spin down), eV: -5.5 / -5.9
HOMO-LUMO gap (spin up / spin down), eV: 7.6 / 6.2

In order of appearance, E_tot = -23909.7951 -83695.4304 -10780.8485 -126440.7611 eV.